Record 1
Here is a structure of composition C15H46B3CaF8N4O6 from the OMol25 dataset. Energies are from wB97M-V/def2-TZVPD.

The geometry in XYZ format:
```
83
Properties=species:S:1:pos:R:3
F 0.227 -6.802 -2.135
H -4.262 1.576 -4.625
C 6.745 1.154 1.275
H 7.063 2.116 1.676
H 6.105 0.210 3.856
O -4.583 3.272 -3.476
N -2.909 -0.070 4.020
H 6.250 -1.723 0.555
C -1.979 1.067 4.505
H -2.636 0.438 1.907
F 2.125 -7.474 -1.344
H 0.112 2.694 -4.297
H -2.849 3.250 -5.631
H -5.507 3.024 -3.393
H 0.723 -1.651 -1.245
O 1.028 -1.671 -5.306
H 3.771 -0.695 2.041
F 0.824 -5.988 -0.243
Ca -0.790 -3.670 -2.853
H -4.736 -0.990 4.668
O 6.290 -1.758 2.578
H 7.376 0.330 1.606
H 4.017 1.720 0.369
C -2.620 2.751 -4.690
H -0.979 1.138 4.076
C -1.680 3.293 -2.396
F 1.837 -5.325 -2.179
H -2.576 3.367 -1.780
H -1.001 3.969 -1.877
F -5.071 -3.706 -1.350
H -1.090 -1.243 5.888
O -2.455 -2.776 5.826
C -1.494 -1.976 5.190
H -1.876 0.950 5.584
C -0.295 3.697 -4.422
H -2.346 2.048 4.204
H -4.100 1.156 2.642
H -3.944 -0.531 2.284
N 5.322 0.822 1.906
O 1.717 -0.309 -6.703
C 5.337 0.872 3.455
H 6.390 1.121 0.245
C -3.739 2.161 -3.868
H 4.227 -0.348 0.384
H 5.815 -2.011 3.372
H 4.647 2.913 1.633
B -0.190 -1.377 -0.739
H -4.508 0.785 5.092
B -4.690 -4.014 -2.685
C 4.333 1.897 1.397
H 4.863 -2.546 1.482
C -2.200 5.132 -4.171
H -1.201 2.317 -2.470
H -0.933 -0.935 -1.384
H -1.165 -1.056 3.310
N 1.892 -1.234 -5.993
H -0.640 -2.606 4.943
H -2.193 -2.932 6.736
O 3.014 -1.679 -5.918
F -4.012 -2.986 -3.249
H -3.100 5.318 -3.584
F -3.745 -5.058 -2.641
C 4.622 -0.500 1.388
C 5.543 -1.700 1.384
H -2.651 -2.094 3.374
H 4.407 0.801 4.018
N -1.730 3.670 -3.920
H -2.071 1.906 -5.104
F -5.658 -4.466 -3.516
H -0.244 4.016 -5.463
B 1.319 -6.351 -1.477
H 0.340 4.404 -3.888
H 0.109 -0.818 0.135
H -1.529 5.761 -3.586
H -0.632 -2.319 -0.456
H -3.755 -0.580 6.046
C -3.397 0.324 2.679
H -2.225 5.298 -5.248
C -2.042 -1.349 3.886
C -4.081 -0.218 5.071
H -3.549 1.387 -3.124
H 5.771 1.836 3.721
H 3.497 1.581 2.021
```

HOMO = -8.151 eV
energy relative to the best compared isomer or geometry (same formula, charge and spin) = 469.23 kJ/mol
HOMO-LUMO gap = 4.825 eV
charge = +1
DFT total energy = -76746.702 eV

Results of the Mulliken charge analysis, in e, for atoms 1 through 8: number 1, F, carries -0.366; number 2, H, carries 0.428; number 3, C, carries -0.818; number 4, H, carries 0.352; number 5, H, carries 0.403; number 6, O, carries -0.491; number 7, N, carries -0.067; number 8, H, carries 0.342

***

Record 2
Here is a cluster of 9 separate species, C15H46N2O17S3 in total from the OMol25 dataset. Energies are from wB97M-V/def2-TZVPD.

The geometry in XYZ format:
```
83
Properties=species:S:1:pos:R:3
C -0.097 -2.108 -4.719
H -0.396 -3.855 1.867
H 2.716 -4.981 -1.050
H 3.098 -7.766 -0.923
C -0.708 -0.448 5.038
C 4.443 0.445 -1.303
O 0.599 1.174 4.069
H 4.758 -8.212 -1.450
H 0.976 -2.217 -4.560
O 4.468 -5.372 -2.315
S -4.347 3.443 3.632
N -0.591 0.174 -0.429
O -0.946 4.053 -0.746
H 0.598 -0.680 3.366
O -5.671 2.750 3.528
C 3.735 -4.639 -1.229
H -3.578 0.329 1.546
H 0.887 -4.669 2.744
H 3.909 -2.976 -2.786
H -1.314 -1.329 4.828
H 4.623 -2.589 -1.226
O -1.745 5.150 0.993
H 0.604 -1.332 0.361
H 0.084 -0.702 5.743
H 2.795 1.461 -1.083
O -1.358 0.014 0.492
H -0.416 -1.245 -5.303
H 3.404 -8.848 -2.322
O -3.281 2.897 2.487
H 5.236 0.342 -2.042
C -3.930 2.371 1.345
H -3.442 4.491 -1.296
C 3.746 -7.970 -1.776
H -2.420 5.790 -1.920
C 3.829 -3.154 -1.713
H 2.861 -2.731 -1.443
H 0.399 3.563 1.371
H 3.854 -0.469 -1.375
H -5.284 0.750 1.994
C -0.503 3.794 -4.230
O 3.620 1.529 -1.569
H -5.011 5.785 3.679
H 0.396 -1.255 -1.484
H 1.567 -4.526 0.432
O 4.532 -7.063 -4.216
H 1.014 -2.950 2.673
H -4.830 2.929 1.085
H -0.850 4.112 -5.214
O 2.252 -6.341 -3.258
N -1.748 4.834 -0.188
H 4.831 0.516 -0.286
O -1.502 3.005 -3.558
S 3.673 -6.694 -3.092
H 0.429 3.244 -4.358
C -0.025 2.816 2.041
O -0.454 1.143 -1.241
H -4.693 0.655 0.293
H -0.417 -2.821 -5.478
H 1.493 -0.157 -0.664
C -0.132 0.042 3.732
H 4.270 -4.657 -0.279
O -0.801 -2.086 -3.495
H -3.450 6.020 -0.407
H -0.986 0.139 3.062
C 0.666 -3.813 2.106
H -1.513 0.121 5.501
O 2.340 3.010 3.525
O 1.075 -3.763 0.745
H -3.460 5.395 2.813
O 2.016 0.945 1.868
O -3.608 3.806 4.845
H -4.931 5.104 1.958
H -0.506 3.399 2.827
H -1.145 2.624 -2.752
H -3.154 2.581 0.610
C -4.451 0.940 1.317
H -0.402 4.755 -3.725
C -4.508 5.135 2.962
S 1.487 1.941 2.867
H -0.706 2.185 1.470
H -1.708 -1.907 -3.752
C 0.572 -0.728 -0.546
C -2.837 5.353 -1.013
```

HOMO = -10.126 eV
HOMO-LUMO gap = 9.735 eV
charge = 0
DFT total energy = -86581.750 eV

Results of the Mulliken charge analysis, in e, for atoms 1 through 8: number 1, C, carries -0.626; number 2, H, carries 0.260; number 3, H, carries 0.173; number 4, H, carries 0.290; number 5, C, carries -1.592; number 6, C, carries -0.083; number 7, O, carries -0.401; number 8, H, carries 0.325

***

Record 3
Here is a cluster of 6 separate species, C15H46N3O7 in total from the OMol25 dataset. Energies are from wB97M-V/def2-TZVPD.

The geometry in XYZ format:
```
71
Properties=species:S:1:pos:R:3
H 25.615 -28.869 -29.567
H 22.002 -28.867 -29.929
H 29.529 -24.373 -25.603
O 26.395 -35.895 -31.640
H 26.548 -31.916 -27.075
H 24.958 -29.601 -26.542
H 27.780 -29.105 -31.520
H 24.686 -37.193 -32.093
H 28.509 -26.808 -30.694
H 26.250 -31.522 -30.034
H 32.039 -29.805 -32.487
H 21.739 -28.998 -28.123
O 26.492 -30.002 -27.601
O 23.297 -26.276 -31.277
H 24.616 -24.736 -25.926
C 31.462 -30.642 -32.086
H 29.208 -23.661 -27.374
N 28.198 -27.658 -30.147
H 21.239 -30.123 -28.975
H 29.940 -28.393 -32.130
O 24.351 -25.869 -27.428
H 25.982 -37.366 -33.104
H 26.364 -29.778 -25.509
C 28.791 -27.387 -28.991
H 27.533 -25.807 -28.295
H 22.890 -31.291 -29.230
H 22.767 -26.538 -32.069
H 26.260 -28.373 -26.715
H 24.851 -35.438 -30.255
C 25.898 -29.421 -26.438
H 28.500 -28.025 -28.200
H 25.706 -27.602 -28.833
H 23.842 -23.877 -27.219
H 25.254 -24.058 -27.563
H 28.316 -29.633 -29.848
H 22.749 -25.061 -29.619
C 26.122 -31.258 -27.780
O 29.009 -25.867 -27.198
H 26.292 -35.872 -29.635
C 26.530 -31.901 -29.092
H 26.181 -38.063 -31.562
C 28.587 -25.913 -28.430
C 28.962 -24.458 -26.600
C 25.748 -37.109 -32.075
H 30.790 -28.794 -30.586
H 27.926 -23.976 -26.268
H 31.311 -31.380 -32.915
C 26.340 -33.928 -30.403
N 26.037 -33.333 -29.180
H 25.740 -33.463 -31.230
H 21.533 -25.323 -30.924
N 25.330 -27.937 -29.628
C 29.964 -29.004 -31.298
H 29.848 -27.483 -28.970
H 31.892 -30.922 -31.230
H 24.422 -28.030 -29.614
H 24.995 -31.326 -27.974
C 25.836 -35.389 -30.411
H 27.614 -31.822 -29.061
C 21.959 -29.488 -29.036
O 23.224 -30.383 -28.949
H 22.999 -24.437 -31.147
C 22.570 -25.232 -30.670
C 28.464 -28.946 -30.629
H 26.693 -33.900 -28.491
H 23.425 -26.083 -27.260
O 30.099 -30.361 -31.715
H 27.490 -33.971 -30.632
H 25.571 -27.372 -30.368
C 24.498 -24.569 -27.148
H 28.825 -24.991 -29.051
```

HOMO = -11.246 eV
HOMO-LUMO gap = 8.937 eV
charge = +1
DFT total energy = -35085.691 eV

Results of the Mulliken charge analysis, in e, for atoms 1 through 8: number 1, H, carries -0.119; number 2, H, carries 0.315; number 3, H, carries 0.287; number 4, O, carries -0.281; number 5, H, carries 0.341; number 6, H, carries 0.488; number 7, H, carries 0.280; number 8, H, carries 0.338

***

Record 4
Here is a cluster of 3 separate species, C15H47BBrFN6O4P3 in total from the OMol25 dataset. Energies are from wB97M-V/def2-TZVPD.

The geometry in XYZ format:
```
78
Properties=species:S:1:pos:R:3
H -4.385 2.017 -4.499
H -1.149 -0.754 -0.366
N -3.798 -0.854 -3.551
H 3.676 2.229 -0.864
H 0.667 2.330 -0.633
H -1.926 0.509 0.526
C -3.781 -0.324 -6.842
H -0.341 1.334 -5.080
H 4.026 1.140 0.475
H -0.085 -2.470 -0.748
H 6.716 -0.395 5.577
H -3.348 -0.921 -1.462
H 3.036 -3.213 -1.011
B 5.576 0.909 6.348
H 1.126 1.194 7.191
C -1.176 -0.284 0.613
O -1.633 0.098 -3.089
H 3.150 1.155 6.194
H -0.423 -1.429 6.934
C -1.191 1.833 -5.554
H -3.456 3.109 -5.471
O 6.774 0.214 6.321
P 3.892 0.122 6.959
H -2.460 -2.535 -7.269
C -0.312 -0.372 7.165
H 0.324 -1.168 -1.899
N 0.096 0.306 0.970
H -0.949 1.098 2.630
C -3.375 2.385 -4.655
C 1.064 0.153 6.877
H 4.584 -0.958 7.664
H -4.883 0.802 -2.786
P 1.660 -0.400 0.750
H -5.487 0.156 -4.339
H -5.762 -0.726 -2.862
C 0.730 -2.001 -1.321
N -2.976 -1.029 -5.873
H 0.132 2.245 1.823
C -3.504 -1.588 -2.320
H 2.093 -3.483 0.476
H 1.652 1.990 -2.070
H 3.500 -2.422 0.488
O 5.575 2.203 5.912
H -1.452 -2.487 -5.826
H -1.107 1.680 -6.639
C -1.979 -1.864 -6.554
C 2.194 -0.631 7.509
H 0.388 0.876 -1.605
H 2.885 2.474 0.709
C 3.232 1.716 -0.007
Br 3.912 -1.304 4.944
H 1.211 0.104 5.798
H -1.231 -1.265 -7.090
H 0.783 0.971 2.868
P -2.382 -0.257 -4.367
H -1.080 2.898 -5.355
O 1.782 -1.255 1.966
H -2.610 -2.198 -2.430
H 2.177 -1.635 7.096
H 2.203 -0.591 8.593
H 4.854 2.679 6.334
C 2.647 -2.736 -0.107
N 1.819 -1.593 -0.482
H 3.916 0.977 8.171
N 2.152 0.823 -0.440
H -3.203 0.358 -7.480
H -4.253 -1.072 -7.485
C -5.028 -0.110 -3.384
F -0.726 -0.109 8.472
H -4.584 0.243 -6.378
H -1.022 0.153 6.521
H -1.530 -1.022 1.348
C 1.158 1.530 -1.207
H -3.052 2.914 -3.748
N -2.466 1.329 -5.051
H 1.064 -2.734 -2.061
H -4.332 -2.262 -2.093
C 0.012 1.195 2.125
```

HOMO = -3.420 eV
HOMO-LUMO gap = 4.053 eV
charge = -1
DFT total energy = -134748.832 eV

Results of the Mulliken charge analysis, in e, for atoms 1 through 8: number 1, H, carries 0.346; number 2, H, carries -0.320; number 3, N, carries 0.204; number 4, H, carries 0.326; number 5, H, carries 0.207; number 6, H, carries 0.511; number 7, C, carries -0.837; number 8, H, carries 0.373

***

- Which of these has the highest HOMO?
  C15H47BBrFN6O4P3

***

- Number 2 is which compound?
  C15H46N2O17S3

***

- Number 3 is which compound?
  C15H46N3O7

***

- What is the formula in the first record?
  C15H46B3CaF8N4O6